Version one
{"formula": "C4H6Cl2", "method": "ωB97M-V with the def2-TZVPD basis set", "elements": ["C", "C", "C", "C", "Cl", "Cl", "H", "H", "H", "H", "H", "H"], "positions_angstrom": [[-1.97, -0.26, -0.28], [-0.57, 0.21, -0.09], [0.55, -0.44, 0.19], [1.84, 0.29, 0.39], [3.21, -0.81, -0.32], [1.82, 1.96, -0.20], [-2.16, -0.80, -1.26], [-2.67, 0.70, -0.34], [-2.36, -0.97, 0.55], [-0.54, 1.35, -0.38], [0.71, -1.51, 0.28], [2.15, 0.27, 1.46]], "lumo_energy_ev": 0.690, "smiles": "C/C=C/C(Cl)Cl", "gap_ev": 10.65, "homo_energy_ev": -9.963}


Version two
{"formula": "C4H6Cl2", "method": "ωB97M-V with the def2-TZVPD basis set", "elements": ["C", "C", "C", "C", "H", "H", "H", "H", "H", "H", "Cl", "Cl"], "positions_angstrom": [[0.34, 1.30, -0.33], [0.12, -0.18, -0.26], [-1.17, -0.58, 0.58], [1.21, -1.08, -0.34], [-0.63, 1.68, 0.53], [1.37, 1.75, -0.16], [-0.05, 1.62, -1.27], [-1.15, -1.58, 1.08], [-1.54, 0.24, 1.39], [1.02, -2.03, -0.04], [-2.43, -0.59, -0.74], [2.91, -0.55, -0.46]], "lumo_energy_ev": 0.436, "gap_ev": 9.68, "homo_energy_ev": -9.243}


Version three
{"formula": "C4H6Cl2", "method": "ωB97M-V with the def2-TZVPD basis set", "elements": ["Cl", "C", "C", "C", "C", "Cl", "H", "H", "H", "H", "H", "H"], "positions_angstrom": [[0.98, -2.61, 0.74], [-0.32, -1.65, 1.48], [-0.21, -0.06, 1.07], [-0.98, 0.75, 0.28], [-0.57, 2.05, -0.27], [-0.02, 2.10, -1.97], [-0.16, -1.60, 2.52], [-1.23, -2.29, 1.38], [0.72, 0.33, 1.36], [-2.06, 0.46, 0.13], [-1.38, 2.83, -0.25], [0.28, 2.42, 0.34]], "lumo_energy_ev": 0.557, "smiles": "ClC/C=C/CCl", "gap_ev": 10.62, "homo_energy_ev": -10.058}


Version four
{"formula": "C4H6Cl2", "method": "ωB97M-V with the def2-TZVPD basis set", "elements": ["C", "C", "C", "Cl", "C", "Cl", "H", "H", "H", "H", "H", "H"], "positions_angstrom": [[0.18, 1.39, -0.09], [0.21, -0.12, 0.11], [1.26, -0.91, -0.18], [2.86, -0.34, -0.60], [-1.14, -0.81, 0.42], [-2.36, -0.33, -0.82], [-0.50, 1.88, 0.61], [1.14, 1.94, -0.06], [-0.32, 1.62, -1.05], [1.20, -1.99, -0.18], [-1.03, -1.89, 0.45], [-1.50, -0.44, 1.39]], "lumo_energy_ev": 0.883, "smiles": "C/C(=C\\Cl)CCl", "gap_ev": 10.37, "homo_energy_ev": -9.483}


version four wins, 76.5 kJ/mol ahead of the next structure.


Version one
{"formula": "C38H106N8O11", "method": "ωB97M-V with the def2-TZVPD basis set", "elements": ["C", "O", "C", "C", "C", "N", "H", "H", "H", "H", "H", "H", "H", "H", "H", "H", "H", "C", "O", "C", "C", "C", "N", "H", "H", "H", "H", "H", "H", "H", "H", "H", "H", "H", "C", "O", "C", "C", "C", "N", "H", "H", "H", "H", "H", "H", "H", "H", "H", "H", "H", "C", "O", "C", "C", "C", "N", "H", "H", "H", "H", "H", "H", "H", "H", "H", "H", "H", "C", "O", "C", "C", "C", "N", "H", "H", "H", "H", "H", "H", "H", "H", "H", "H", "H", "C", "O", "C", "C", "C", "N", "H", "H", "H", "H", "H", "H", "H", "H", "H", "H", "H", "C", "O", "C", "C", "C", "N", "H", "H", "H", "H", "H", "H", "H", "H", "H", "H", "H", "C", "O", "C", "C", "C", "N", "H", "H", "H", "H", "H", "H", "H", "H", "H", "H", "H", "C", "C", "O", "H", "H", "H", "H", "H", "H", "C", "C", "O", "H", "H", "H", "H", "H", "H", "C", "C", "O", "H", "H", "H", "H", "H", "H"], "positions_angstrom": [[-0.17, -3.40, 1.97], [-0.70, -4.59, 1.42], [-0.04, -5.01, 0.24], [-0.54, -6.39, -0.17], [-1.97, -6.21, -0.74], [-0.63, -7.32, 0.97], [0.84, -3.64, 2.33], [-0.79, -3.16, 2.83], [-0.16, -2.54, 1.30], [-0.20, -4.29, -0.57], [1.03, -5.02, 0.51], [0.09, -6.89, -0.91], [-2.43, -7.13, -1.10], [-1.87, -5.54, -1.60], [-2.56, -5.68, 0.01], [0.29, -7.42, 1.38], [-1.24, -6.89, 1.66], [-0.44, 1.08, -4.24], [0.52, 2.04, -4.62], [0.34, 2.66, -5.88], [1.33, 3.82, -5.96], [1.35, 4.63, -7.23], [2.70, 3.29, -5.73], [-0.06, 0.53, -3.38], [-0.60, 0.39, -5.07], [-1.43, 1.47, -3.99], [0.54, 1.98, -6.72], [-0.69, 3.03, -5.94], [1.18, 4.45, -5.08], [1.65, 4.00, -8.08], [2.04, 5.47, -7.23], [0.35, 4.98, -7.49], [3.11, 2.75, -6.49], [2.59, 2.56, -5.03], [-2.99, -2.37, -0.04], [-3.67, -1.29, -0.66], [-4.76, -1.62, -1.49], [-4.29, -1.82, -2.94], [-3.58, -0.58, -3.53], [-5.46, -2.15, -3.78], [-2.17, -1.95, 0.51], [-2.61, -3.06, -0.81], [-3.70, -2.95, 0.56], [-5.23, -2.54, -1.14], [-5.49, -0.81, -1.46], [-3.66, -2.71, -2.92], [-2.71, -0.34, -2.91], [-4.26, 0.28, -3.55], [-3.36, -0.81, -4.57], [-5.13, -2.37, -4.71], [-6.01, -1.30, -3.95], [-5.63, 3.91, -1.66], [-5.64, 3.26, -0.39], [-4.43, 2.55, -0.17], [-4.55, 1.77, 1.13], [-4.60, 2.67, 2.35], [-3.47, 0.78, 1.29], [-6.54, 4.50, -1.69], [-5.63, 3.13, -2.43], [-4.77, 4.57, -1.76], [-4.30, 1.77, -0.93], [-3.58, 3.24, -0.10], [-5.50, 1.22, 1.11], [-5.27, 3.52, 2.20], [-3.61, 3.00, 2.70], [-5.02, 2.21, 3.24], [-3.58, 0.07, 0.55], [-2.62, 1.25, 0.98], [-2.12, -0.64, 4.39], [-1.37, -1.73, 4.87], [-1.93, -2.37, 5.99], [-1.17, -3.61, 6.41], [-1.23, -4.77, 5.42], [-1.73, -4.03, 7.70], [-1.58, -0.26, 3.53], [-2.23, 0.19, 5.10], [-3.11, -0.92, 4.01], [-1.89, -1.64, 6.81], [-2.99, -2.60, 5.83], [-0.12, -3.36, 6.57], [-0.63, -5.63, 5.71], [-0.92, -4.52, 4.40], [-2.24, -5.18, 5.26], [-2.74, -3.88, 7.64], [-1.56, -5.01, 7.90], [-0.31, 2.43, 3.88], [-0.54, 2.49, 5.27], [0.59, 2.24, 6.04], [0.30, 2.50, 7.53], [-0.83, 1.59, 8.00], [-0.06, 3.90, 7.78], [-1.24, 2.57, 3.34], [0.09, 1.45, 3.59], [0.42, 3.19, 3.57], [1.00, 1.22, 5.94], [1.41, 2.92, 5.77], [1.25, 2.31, 8.04], [-0.83, 1.49, 9.09], [-0.82, 0.57, 7.62], [-1.81, 2.01, 7.79], [0.76, 4.45, 7.53], [-0.75, 4.18, 7.08], [2.35, -2.81, -2.64], [2.52, -2.85, -1.25], [3.70, -3.50, -0.85], [3.85, -3.36, 0.66], [4.02, -1.89, 1.04], [5.08, -4.08, 1.06], [2.58, -3.74, -3.18], [3.01, -2.04, -3.04], [1.36, -2.48, -2.97], [3.62, -4.56, -1.12], [4.59, -3.10, -1.35], [3.00, -3.90, 1.10], [3.13, -1.27, 0.89], [4.89, -1.46, 0.56], [4.14, -1.82, 2.13], [5.81, -3.74, 0.42], [5.47, -3.66, 1.90], [3.50, 0.72, -2.81], [4.47, -0.28, -3.02], [5.30, -0.12, -4.14], [6.22, -1.35, -4.25], [7.23, -1.19, -5.39], [5.41, -2.54, -4.56], [2.72, 0.31, -2.17], [2.93, 0.89, -3.73], [3.96, 1.65, -2.48], [4.71, -0.04, -5.06], [5.96, 0.75, -4.03], [6.70, -1.47, -3.27], [8.04, -1.91, -5.29], [7.73, -0.22, -5.26], [6.74, -1.33, -6.35], [6.05, -3.33, -4.48], [4.69, -2.66, -3.86], [-1.63, 5.81, 0.98], [-0.19, 6.03, 0.56], [0.39, 4.76, 0.31], [-2.16, 6.76, 1.07], [-1.75, 5.31, 1.94], [-2.12, 5.23, 0.18], [0.27, 6.58, 1.39], [-0.10, 6.66, -0.33], [1.35, 4.86, 0.25], [2.24, 3.90, -2.32], [3.20, 3.85, -1.12], [3.35, 5.15, -0.57], [2.12, 2.88, -2.69], [2.63, 4.54, -3.12], [1.25, 4.27, -2.07], [4.17, 3.44, -1.41], [2.69, 3.24, -0.37], [3.76, 5.66, -1.28], [0.05, -0.03, -0.07], [0.29, 1.47, -0.17], [-0.76, 2.10, 0.54], [0.91, -0.67, -0.31], [-0.72, -0.35, -0.77], [-0.31, -0.26, 0.94], [0.31, 1.71, -1.24], [1.24, 1.86, 0.21], [-0.68, 3.06, 0.41]], "lumo_energy_ev": 0.379, "smiles": "COC[C@H](C)N.COC[C@H](C)N.COC[C@H](C)N.COC[C@H](C)N.COC[C@H](C)N.COC[C@H](C)N.COC[C@H](C)N.COC[C@H](C)N.CCO.CCO.CCO", "gap_ev": 9.13, "homo_energy_ev": -8.747}


Version two
{"formula": "C38H106N8O11", "method": "ωB97M-V with the def2-TZVPD basis set", "elements": ["C", "O", "C", "C", "C", "N", "H", "H", "H", "H", "H", "H", "H", "H", "H", "H", "H", "C", "O", "C", "C", "C", "N", "H", "H", "H", "H", "H", "H", "H", "H", "H", "H", "H", "C", "O", "C", "C", "C", "N", "H", "H", "H", "H", "H", "H", "H", "H", "H", "H", "H", "C", "O", "C", "C", "C", "N", "H", "H", "H", "H", "H", "H", "H", "H", "H", "H", "H", "C", "O", "C", "C", "C", "N", "H", "H", "H", "H", "H", "H", "H", "H", "H", "H", "H", "C", "O", "C", "C", "C", "N", "H", "H", "H", "H", "H", "H", "H", "H", "H", "H", "H", "C", "O", "C", "C", "C", "N", "H", "H", "H", "H", "H", "H", "H", "H", "H", "H", "H", "C", "O", "C", "C", "C", "N", "H", "H", "H", "H", "H", "H", "H", "H", "H", "H", "H", "C", "C", "O", "H", "H", "H", "H", "H", "H", "C", "C", "O", "H", "H", "H", "H", "H", "H", "C", "C", "O", "H", "H", "H", "H", "H", "H"], "positions_angstrom": [[-2.13, 6.05, 2.55], [-1.04, 6.19, 1.76], [-1.37, 6.99, 0.62], [-0.13, 7.32, -0.18], [0.42, 6.09, -0.91], [0.89, 8.01, 0.59], [-2.49, 6.95, 2.99], [-1.90, 5.36, 3.38], [-2.85, 5.52, 1.95], [-2.15, 6.36, 0.07], [-1.89, 7.94, 0.97], [-0.37, 8.03, -0.94], [0.67, 5.30, -0.17], [1.33, 6.27, -1.50], [-0.35, 5.76, -1.58], [0.57, 8.89, 0.99], [1.14, 7.43, 1.36], [7.06, 0.24, -2.93], [5.76, -0.05, -2.48], [5.30, -1.27, -3.01], [3.92, -1.61, -2.50], [3.46, -2.94, -3.09], [2.99, -0.55, -2.93], [7.08, 0.27, -4.04], [7.80, -0.58, -2.63], [7.32, 1.19, -2.47], [5.37, -1.21, -4.12], [5.94, -2.05, -2.64], [3.86, -1.59, -1.40], [3.30, -2.92, -4.18], [2.50, -3.18, -2.69], [4.10, -3.81, -2.85], [2.55, -0.67, -3.85], [3.28, 0.39, -2.68], [0.73, 2.59, -3.57], [-0.17, 1.59, -3.85], [-1.52, 1.89, -3.72], [-2.27, 0.64, -3.95], [-1.86, 0.04, -5.27], [-3.65, 1.09, -3.87], [0.67, 2.73, -2.48], [0.55, 3.54, -4.06], [1.73, 2.20, -3.81], [-1.78, 2.36, -2.77], [-1.80, 2.52, -4.55], [-2.06, -0.09, -3.14], [-0.77, -0.06, -5.23], [-2.16, 0.71, -6.00], [-2.34, -0.93, -5.45], [-4.31, 0.32, -3.70], [-3.77, 1.70, -3.06], [-7.51, -0.72, 2.23], [-6.10, -0.57, 2.14], [-5.72, -1.00, 0.87], [-4.19, -0.94, 0.84], [-3.62, -1.99, 1.83], [-3.81, 0.45, 1.17], [-7.82, -1.76, 2.28], [-7.97, -0.27, 1.37], [-7.85, -0.11, 3.06], [-6.13, -2.02, 0.74], [-6.11, -0.36, 0.12], [-3.76, -1.09, -0.15], [-3.94, -1.74, 2.86], [-2.55, -2.09, 1.82], [-4.04, -2.96, 1.68], [-4.21, 0.59, 2.17], [-2.79, 0.50, 1.27], [-0.89, -4.91, 4.58], [-0.75, -3.67, 5.21], [-1.17, -2.57, 4.44], [-0.91, -1.29, 5.18], [-1.24, -0.03, 4.36], [0.58, -1.25, 5.37], [-0.45, -4.91, 3.57], [-1.97, -5.14, 4.37], [-0.42, -5.70, 5.20], [-0.52, -2.50, 3.55], [-2.24, -2.74, 4.15], [-1.54, -1.24, 6.14], [-2.31, 0.17, 4.25], [-0.85, -0.04, 3.36], [-0.79, 0.82, 4.89], [0.74, -0.65, 6.18], [0.89, -2.18, 5.71], [2.17, 1.90, 3.29], [2.74, 1.75, 2.02], [3.09, 3.04, 1.52], [4.00, 2.97, 0.31], [3.29, 2.24, -0.86], [5.28, 2.32, 0.62], [1.50, 2.79, 3.27], [2.96, 2.14, 4.01], [1.61, 1.00, 3.53], [2.17, 3.59, 1.30], [3.63, 3.56, 2.31], [4.23, 3.99, 0.01], [3.92, 2.24, -1.73], [2.32, 2.72, -1.10], [3.07, 1.16, -0.59], [6.04, 2.75, 0.09], [5.35, 1.39, 0.27], [-0.01, -7.67, -1.44], [-0.63, -6.45, -1.40], [-0.49, -5.68, -2.62], [-0.69, -4.20, -2.20], [-2.04, -4.13, -1.44], [-0.69, -3.43, -3.46], [1.06, -7.61, -1.70], [-0.58, -8.27, -2.20], [-0.04, -8.09, -0.44], [0.54, -5.84, -3.11], [-1.27, -5.99, -3.30], [0.15, -4.05, -1.56], [-1.92, -4.32, -0.38], [-2.71, -4.89, -1.86], [-2.53, -3.18, -1.60], [0.19, -3.54, -3.91], [-0.79, -2.41, -3.24], [-1.02, 2.87, 1.52], [-0.97, 1.51, 1.22], [-0.42, 1.22, -0.06], [-0.60, -0.26, -0.31], [0.12, -1.11, 0.79], [-0.13, -0.65, -1.62], [-1.27, 3.54, 0.66], [-0.08, 3.14, 1.95], [-1.77, 3.03, 2.28], [-0.95, 1.80, -0.86], [0.64, 1.43, -0.12], [-1.66, -0.39, -0.30], [-0.17, -2.13, 0.47], [-0.19, -1.02, 1.81], [1.21, -1.06, 0.74], [-0.31, -0.01, -2.41], [0.87, -0.76, -1.65], [5.74, -2.13, 0.91], [4.95, -1.26, 1.88], [3.95, -0.60, 1.15], [6.06, -1.60, 0.02], [5.01, -2.91, 0.62], [6.61, -2.56, 1.40], [5.60, -0.52, 2.34], [4.55, -1.88, 2.66], [3.54, 0.14, 1.61], [-5.12, 3.99, -2.21], [-4.90, 3.30, -0.85], [-3.85, 2.32, -1.09], [-4.14, 4.35, -2.61], [-5.79, 4.85, -2.15], [-5.44, 3.27, -2.97], [-5.84, 2.77, -0.62], [-4.52, 4.00, -0.08], [-3.87, 1.68, -0.33], [2.35, -4.14, 1.81], [1.39, -5.05, 1.01], [1.25, -6.33, 1.67], [3.31, -4.63, 1.93], [1.91, -3.91, 2.78], [2.50, -3.16, 1.32], [1.84, -5.30, 0.05], [0.42, -4.56, 0.96], [1.03, -6.13, 2.57]], "lumo_energy_ev": 0.591, "smiles": "COC[C@H](C)N.COC[C@H](C)N.COC[C@H](C)N.COC[C@H](C)N.COC[C@H](C)N.COC[C@H](C)N.COC[C@H](C)N.COC[C@H](C)N.CCO.CCO.CCO", "gap_ev": 9.15, "homo_energy_ev": -8.560}


version one wins, 13.4 kJ/mol ahead of the next structure.


Version one
{"formula": "ClH2O2PS2", "method": "ωB97M-V with the def2-TZVPD basis set", "elements": ["O", "O", "P", "S", "S", "Cl", "H", "H"], "positions_angstrom": [[1.02, 1.36, -0.34], [-1.30, 1.10, -1.42], [-0.65, 1.30, 0.10], [-0.76, -0.61, 0.87], [1.50, -3.08, 1.91], [0.38, -2.90, 0.34], [1.58, 0.92, 0.31], [-1.77, 1.90, -1.76]], "lumo_energy_ev": [-3.528, -3.526], "gap_ev": [5.21, 5.22], "homo_energy_ev": [-8.741, -8.743]}


Version two
{"formula": "ClH2O2PS2", "method": "ωB97M-V with the def2-TZVPD basis set", "elements": ["O", "S", "O", "Cl", "S", "P", "H", "H"], "positions_angstrom": [[0.55, -0.35, -2.81], [-0.38, -1.43, -2.87], [-0.01, -2.60, -3.61], [-2.04, -0.80, -3.82], [-0.94, -1.77, -0.92], [0.11, 0.05, -0.42], [1.43, -0.13, -1.06], [0.17, -0.42, 0.96]], "lumo_energy_ev": -0.713, "smiles": "O=S(=O)(Cl)SP", "gap_ev": 8.82, "homo_energy_ev": -9.535}


version two wins, 32.0 kJ/mol ahead of the next structure.


Version one
{"formula": "C16H17N", "method": "ωB97M-V with the def2-TZVPD basis set", "elements": ["C", "C", "C", "N", "C", "C", "C", "C", "C", "C", "H", "H", "H", "H", "H", "H", "H", "H", "H", "C", "C", "C", "C", "C", "C", "C", "H", "H", "H", "H", "H", "H", "H", "H"], "positions_angstrom": [[-0.63, -3.28, 1.67], [-1.33, -2.08, 1.08], [-2.33, -2.09, 0.15], [-2.49, -0.81, -0.36], [-1.79, 0.09, 0.46], [-1.84, 1.48, 0.56], [-0.88, 2.07, 1.40], [-0.09, 1.28, 2.26], [-0.14, -0.10, 2.18], [-0.91, -0.69, 1.19], [-0.84, -3.40, 2.72], [0.43, -3.18, 1.45], [-0.86, -4.16, 1.05], [-2.83, -2.94, -0.28], [-3.20, -0.41, -0.95], [-2.29, 2.09, -0.22], [-1.05, 3.15, 1.40], [0.54, 1.75, 3.01], [0.53, -0.52, 2.92], [2.30, -1.11, 0.02], [1.91, 0.00, -0.97], [1.31, -0.27, -2.18], [0.88, 0.80, -2.95], [1.33, 2.09, -2.64], [2.05, 2.32, -1.48], [2.27, 1.29, -0.56], [3.39, -1.09, 0.07], [2.03, -2.07, -0.43], [1.90, -1.07, 1.02], [1.29, -1.29, -2.54], [0.21, 0.74, -3.80], [0.97, 2.93, -3.22], [2.46, 3.32, -1.39], [2.86, 1.43, 0.33]], "lumo_energy_ev": 0.923, "smiles": "Cc1c[nH]c2ccccc12.Cc1ccccc1", "gap_ev": 8.67, "homo_energy_ev": -7.750}


Version two
{"formula": "C16H17N", "method": "ωB97M-V with the def2-TZVPD basis set", "elements": ["C", "C", "C", "N", "C", "C", "C", "C", "C", "C", "H", "H", "H", "H", "H", "H", "H", "H", "H", "C", "C", "C", "C", "C", "C", "C", "H", "H", "H", "H", "H", "H", "H", "H"], "positions_angstrom": [[0.83, -2.82, -0.22], [1.22, -1.42, -0.53], [2.36, -0.78, -0.16], [2.51, 0.44, -0.79], [1.39, 0.63, -1.56], [0.94, 1.75, -2.31], [-0.02, 1.45, -3.25], [-0.87, 0.35, -3.17], [-0.65, -0.56, -2.17], [0.55, -0.48, -1.42], [0.58, -2.91, 0.84], [1.50, -3.63, -0.55], [-0.08, -3.12, -0.75], [3.08, -1.07, 0.58], [3.25, 1.08, -0.58], [1.46, 2.70, -2.36], [-0.14, 2.22, -4.04], [-1.68, 0.29, -3.90], [-1.23, -1.47, -2.14], [-2.99, 0.65, 0.96], [-1.67, 0.59, 1.65], [-0.78, 1.68, 1.64], [0.51, 1.51, 2.09], [0.93, 0.30, 2.65], [-0.03, -0.70, 2.86], [-1.31, -0.52, 2.39], [-2.93, 0.14, -0.01], [-3.29, 1.69, 0.85], [-3.74, 0.00, 1.47], [-1.18, 2.60, 1.25], [1.25, 2.32, 2.01], [1.95, 0.05, 2.90], [0.31, -1.61, 3.33], [-2.03, -1.33, 2.44]], "lumo_energy_ev": 0.866, "smiles": "Cc1c[nH]c2ccccc12.Cc1ccccc1", "gap_ev": 8.56, "homo_energy_ev": -7.690}


version two wins, 44.1 kJ/mol ahead of the next structure.